## one
Below is one molecule with the formula C2H4N2OS, with properties calculated with wB97M-V/def2-TZVPD.

Cartesian coordinates (Å):
C (0.244, 1.080, 0.080)
C (1.041, -0.308, 0.122)
N (-1.010, 1.102, -0.071)
N (0.452, -1.522, 0.066)
O (-3.033, -0.182, 0.662)
S (-2.063, -0.217, -0.397)
H (0.816, 2.021, 0.061)
H (1.709, -0.192, -0.678)
H (1.582, -0.078, 1.043)
H (0.262, -1.704, -0.889)

Computed properties:
M   104.134 g mol⁻¹
Orbital gap (spin up / spin down)   0.27696 / 0.31132 Eh
LUMO (spin up / spin down)   -1.10 / -0.92 eV
HOMO energy (spin up / spin down)   -8.635 / -9.389 eV

## two
Below is a 2-piece molecular cluster, C2H4N2OS overall, with properties calculated with wB97M-V/def2-TZVPD.

Cartesian coordinates (Å):
C (0.103, 0.447, -0.783)
C (0.138, -2.183, 1.380)
H (-0.979, 3.996, -0.862)
H (1.218, 0.501, -1.151)
H (0.869, -2.883, 1.539)
H (-0.777, -2.263, 1.943)
N (-0.779, 1.321, -1.045)
N (0.624, -1.277, 0.599)
O (-0.370, -0.331, 0.256)
S (-0.046, 2.672, -1.875)

Computed properties:
M   104.134 g mol⁻¹
Orbital gap   0.29909 Eh
LUMO   -0.53 eV
HOMO energy   -8.665 eV

## three
Below is C2H4N2OS as an isolated structure, with properties calculated with wB97M-V/def2-TZVPD.

Cartesian coordinates (Å):
C (-0.385, 0.046, -1.073)
C (0.605, -0.045, 1.266)
H (-0.875, -2.502, 0.010)
H (-1.309, -1.127, 1.871)
H (-1.284, -0.306, -1.556)
H (1.755, 0.369, 0.999)
N (-1.288, -1.295, 0.544)
N (-0.305, -0.398, 0.228)
O (0.243, -0.405, 2.354)
S (0.600, 1.166, -1.670)

Computed properties:
M   104.134 g mol⁻¹
Orbital gap   0.31410 Eh
LUMO   -0.45 eV
HOMO energy   -8.997 eV

## four
Below is one molecule with the formula C2H4N2OS, with properties calculated with wB97M-V/def2-TZVPD.

Cartesian coordinates (Å):
N (1.378, 0.366, -1.385)
N (0.646, 0.313, -0.271)
C (-0.439, -0.328, -0.189)
C (-1.295, -0.382, 1.013)
O (-2.306, -1.034, 1.019)
S (-0.797, 0.561, 2.433)
H (2.366, 0.550, -1.287)
H (1.115, -0.299, -2.123)
H (-0.891, -0.913, -1.040)
H (0.224, 1.166, 1.832)

Computed properties:
SMILES string   N/N=C/C(=O)S
M   104.134 g mol⁻¹
Orbital gap   0.36359 Eh
LUMO   0.26 eV
HOMO energy   -9.635 eV

four has the most favorable energy; the next structure is 66.3 kcal/mol above.

## one
Below is one molecule with the formula C2H4N2OS, with properties calculated with wB97M-V/def2-TZVPD.

Cartesian coordinates (Å):
S (-2.250, -0.010, 0.239)
C (-0.622, 0.011, -0.569)
N (0.188, -1.279, -0.245)
C (1.217, -0.849, 0.332)
O (1.373, 0.471, 0.494)
N (0.194, 1.084, -0.044)
H (-1.788, 0.246, 1.460)
H (-0.808, 0.036, -1.644)
H (2.009, -1.466, 0.725)
H (0.487, 1.756, -0.748)

Computed properties:
SMILES string   S[C@@H]1N=CON1
M   104.134 g mol⁻¹
Orbital gap   0.37035 Eh
LUMO   0.80 eV
HOMO energy   -9.282 eV

## two
Below is one molecule with the formula C2H4N2OS, with properties calculated with wB97M-V/def2-TZVPD.

Cartesian coordinates (Å):
H (-2.240, 1.871, 0.376)
N (-1.858, 0.972, 0.081)
C (-0.585, 0.887, 0.041)
N (0.362, 1.824, 0.115)
C (-0.053, -0.553, -0.033)
O (-1.002, -1.478, -0.064)
S (1.554, -0.940, -0.090)
H (1.340, 1.564, 0.153)
H (0.189, 2.804, 0.036)
H (-1.832, -0.943, -0.036)

Computed properties:
SMILES string   [H]/N=C(\N)C(O)=S
M   104.134 g mol⁻¹
Orbital gap   0.32085 Eh
LUMO   -0.34 eV
HOMO energy   -9.067 eV

## three
Below is a 2-piece molecular cluster, C2H4N2OS overall, with properties calculated with wB97M-V/def2-TZVPD.

Cartesian coordinates (Å):
C (-2.959, 0.367, 0.186)
C (0.510, -0.437, -0.457)
N (-3.857, -0.167, -0.287)
N (-1.192, 1.080, 0.825)
O (0.855, 2.188, 0.025)
S (-0.146, 1.296, -0.519)
H (0.426, -0.721, 0.542)
H (1.486, -0.805, -0.938)
H (-0.298, -0.940, -1.191)
H (-1.484, 1.870, 1.399)

Computed properties:
M   104.134 g mol⁻¹
Orbital gap   0.29831 Eh
LUMO   -1.83 eV
HOMO energy   -9.947 eV

two has the most favorable energy; the next structure is 52.5 kcal/mol above.

## one
Below is one molecule with the formula C7H10O2, with properties calculated with wB97M-V/def2-TZVPD.

Cartesian coordinates (Å):
C (-1.917, -1.048, 0.746)
C (-1.265, -0.505, -0.529)
C (-0.018, -1.337, -0.902)
C (1.268, -0.601, -0.441)
C (1.822, -1.110, 0.844)
C (0.840, 0.844, -0.207)
O (1.482, 1.815, 0.073)
C (-0.743, 0.900, -0.199)
O (-1.414, 1.848, 0.203)
H (-2.538, -1.914, 0.519)
H (-1.167, -1.467, 1.490)
H (-2.505, -0.213, 1.353)
H (-1.993, -0.363, -1.328)
H (-0.072, -2.354, -0.461)
H (0.006, -1.514, -1.963)
H (2.023, -0.587, -1.213)
H (1.026, -1.134, 1.582)
H (2.633, -0.486, 1.285)
H (2.131, -2.130, 0.664)

Computed properties:
SMILES string   C[C@@H]1C[C@H](C)C(=O)C1=O
M   126.155 g mol⁻¹
Orbital gap   0.31960 Eh
LUMO   -0.39 eV
HOMO energy   -9.090 eV

## two
Below is one molecule with the formula C7H10O2, with properties calculated with wB97M-V/def2-TZVPD.

Cartesian coordinates (Å):
C (3.610, 1.456, -0.245)
C (2.427, 1.250, -0.379)
C (1.062, 0.876, -0.702)
O (0.934, 0.676, -2.087)
C (0.502, -0.416, 0.372)
C (-0.659, -1.158, -0.397)
C (-0.630, -2.440, -0.601)
O (0.106, 0.190, 1.549)
C (-1.326, 0.607, 1.565)
H (4.425, 2.022, -0.288)
H (0.462, 1.720, -0.473)
H (0.536, -0.210, -2.213)
H (1.326, -1.112, 0.646)
H (-1.325, -0.332, -0.836)
H (-1.472, -2.857, -1.171)
H (0.187, -3.130, -0.486)
H (-2.065, -0.216, 1.451)
H (-1.597, 1.190, 0.724)
H (-1.511, 1.026, 2.614)

Computed properties:
SMILES string   C#C[C@@H](O)[C@H](C=C)OC
M   126.155 g mol⁻¹
Orbital gap   0.36618 Eh
LUMO   0.74 eV
HOMO energy   -9.222 eV

one has the most favorable energy; the next structure is 100.8 kcal/mol above.

## one
Below is one molecule with the formula C7H10O2, with properties calculated with wB97M-V/def2-TZVPD.

Cartesian coordinates (Å):
C (3.330, 0.131, -0.032)
C (1.958, -0.392, 0.306)
O (1.799, -1.447, 0.877)
C (0.821, 0.735, -0.019)
O (0.745, 1.883, 0.327)
C (-0.103, -0.269, -0.500)
C (-1.440, -0.117, -0.225)
C (-2.046, 1.225, -0.021)
C (-2.278, -1.311, 0.073)
H (3.278, 1.160, -0.380)
H (3.948, 0.116, 0.865)
H (3.793, -0.499, -0.792)
H (0.233, -1.135, -1.054)
H (-3.130, 1.170, 0.057)
H (-1.749, 1.911, -0.816)
H (-1.651, 1.679, 0.895)
H (-2.510, -1.339, 1.142)
H (-3.203, -1.255, -0.503)
H (-1.795, -2.247, -0.202)

Computed properties:
SMILES string   CC(=O)C(=O)C=C(C)C
M   126.155 g mol⁻¹
Orbital gap   0.32533 Eh
LUMO   0.12 eV
HOMO energy   -8.736 eV

## two
Below is one molecule with the formula C7H10O2, with properties calculated with wB97M-V/def2-TZVPD.

Cartesian coordinates (Å):
C (2.758, -0.994, -0.080)
C (1.464, -0.294, 0.188)
C (0.926, 0.631, -0.659)
C (-0.363, 1.227, -0.507)
C (-1.363, 0.696, 0.257)
C (-2.709, 1.331, 0.420)
O (-1.221, -0.463, 0.917)
C (-0.512, -1.592, 0.161)
O (-0.350, -2.639, 0.694)
H (2.654, -2.057, 0.142)
H (3.076, -0.880, -1.117)
H (3.552, -0.603, 0.561)
H (1.160, -0.274, 1.228)
H (1.425, 0.815, -1.607)
H (-0.596, 2.088, -1.117)
H (-3.489, 0.631, 0.118)
H (-2.871, 1.564, 1.473)
H (-2.794, 2.246, -0.163)
H (-0.749, -1.436, -0.909)

Computed properties:
SMILES string   C/C=C/C=C(/C)OC=O
M   126.155 g mol⁻¹
Orbital gap   0.30928 Eh
LUMO   0.25 eV
HOMO energy   -8.162 eV

two has the most favorable energy; the next structure is 6.0 kcal/mol above.

## one
Below is one molecule with the formula C20H22N2O4S, with properties calculated with wB97M-V/def2-TZVPD.

Cartesian coordinates (Å):
C (-7.927, -1.607, -0.081)
O (-6.799, -1.673, 0.755)
C (-5.685, -0.972, 0.402)
C (-5.562, -0.187, -0.737)
C (-4.373, 0.479, -0.989)
C (-3.289, 0.385, -0.131)
C (-2.009, 1.125, -0.424)
C (-1.702, 2.165, 0.654)
C (-0.442, 2.947, 0.334)
O (-0.299, 4.105, 0.679)
C (0.592, 2.203, -0.355)
C (0.453, 0.916, -0.733)
N (1.461, 0.281, -1.434)
N (1.696, -1.086, -1.331)
S (2.126, -1.630, 0.242)
O (1.342, -0.948, 1.234)
O (2.079, -3.058, 0.180)
C (3.800, -1.032, 0.295)
C (4.806, -1.798, -0.259)
C (6.098, -1.305, -0.266)
C (6.383, -0.051, 0.270)
C (7.787, 0.468, 0.281)
C (5.349, 0.701, 0.819)
C (4.053, 0.214, 0.834)
C (-0.823, 0.161, -0.538)
C (-3.425, -0.404, 1.009)
C (-4.599, -1.072, 1.273)
H (-8.683, -2.231, 0.393)
H (-8.306, -0.583, -0.166)
H (-7.712, -1.998, -1.081)
H (-6.378, -0.082, -1.435)
H (-4.296, 1.087, -1.880)
H (-2.119, 1.648, -1.381)
H (-2.534, 2.861, 0.777)
H (-1.536, 1.667, 1.613)
H (1.519, 2.730, -0.536)
H (2.336, 0.793, -1.465)
H (0.946, -1.646, -1.717)
H (4.560, -2.767, -0.663)
H (6.896, -1.895, -0.690)
H (7.801, 1.554, 0.242)
H (8.285, 0.158, 1.200)
H (8.355, 0.073, -0.557)
H (5.560, 1.673, 1.239)
H (3.240, 0.775, 1.267)
H (-0.983, -0.526, -1.374)
H (-0.736, -0.433, 0.375)
H (-2.603, -0.499, 1.703)
H (-4.706, -1.684, 2.155)

Computed properties:
SMILES string   COc1ccc([C@H]2CC(=O)C=C(NNS(=O)(=O)c3ccc(C)cc3)C2)cc1
M   386.473 g mol⁻¹
Orbital gap   0.32402 Eh
LUMO   0.42 eV
HOMO energy   -8.394 eV

## two
Below is one molecule with the formula C20H22N2O4S, with properties calculated with wB97M-V/def2-TZVPD.

Cartesian coordinates (Å):
O (-6.522, -2.047, 0.437)
C (-6.102, -1.418, -0.494)
O (-6.566, -1.571, -1.740)
C (-5.004, -0.383, -0.440)
C (-4.642, -0.030, 1.003)
C (-3.457, 0.909, 1.044)
O (-3.518, 2.086, 1.338)
N (-2.279, 0.329, 0.696)
C (-1.112, 1.045, 0.618)
S (-1.068, 2.722, 0.979)
C (0.632, 2.763, 0.597)
C (1.124, 1.548, 0.227)
C (0.123, 0.525, 0.281)
C (0.241, -0.931, 0.104)
O (-0.713, -1.617, -0.252)
N (1.452, -1.447, 0.454)
C (1.900, -2.770, 0.399)
C (3.158, -3.044, 0.934)
C (3.666, -4.328, 0.900)
C (2.929, -5.354, 0.332)
C (1.682, -5.082, -0.203)
C (1.163, -3.801, -0.175)
C (2.516, 1.383, -0.315)
C (2.784, 2.296, -1.521)
C (3.088, 3.751, -1.168)
C (1.882, 4.542, -0.669)
C (1.368, 4.056, 0.689)
H (-7.261, -2.248, -1.765)
H (-5.333, 0.499, -0.991)
H (-4.143, -0.799, -0.971)
H (-5.488, 0.457, 1.487)
H (-4.410, -0.945, 1.550)
H (-2.185, -0.647, 0.406)
H (2.101, -0.805, 0.887)
H (3.736, -2.245, 1.378)
H (4.642, -4.527, 1.319)
H (3.327, -6.357, 0.306)
H (1.102, -5.876, -0.650)
H (0.191, -3.594, -0.590)
H (2.660, 0.358, -0.657)
H (3.254, 1.598, 0.465)
H (1.926, 2.255, -2.194)
H (3.647, 1.894, -2.058)
H (3.476, 4.244, -2.063)
H (3.876, 3.781, -0.412)
H (1.075, 4.484, -1.402)
H (2.172, 5.591, -0.575)
H (0.693, 4.804, 1.107)
H (2.217, 3.949, 1.371)

Computed properties:
SMILES string   O=C(O)CCC(=O)Nc1sc2c(c1C(=O)Nc1ccccc1)CCCCC2
M   386.473 g mol⁻¹
Orbital gap   0.31259 Eh
LUMO   0.60 eV
HOMO energy   -7.902 eV

two has the most favorable energy; the next structure is 83.3 kcal/mol above.

## one
Below is a 2-piece molecular cluster, C4H12NOS overall, with properties calculated with wB97M-V/def2-TZVPD.

Cartesian coordinates (Å):
C (-0.014, -2.583, -0.339)
N (-0.380, -1.356, 0.426)
C (0.530, -0.179, 0.534)
C (0.448, 0.790, -0.674)
S (2.105, 0.881, -1.692)
C (1.163, -2.535, -1.296)
H (-0.923, -2.911, -0.846)
H (0.183, -3.317, 0.436)
H (-1.228, -1.035, 0.023)
H (0.114, 0.384, 1.366)
H (1.534, -0.590, 0.480)
H (-0.181, 0.538, -1.519)
H (0.540, 1.825, -0.381)
H (1.461, -1.508, -1.538)
H (0.912, -2.974, -2.262)
H (2.053, -3.020, -0.913)
H (-3.181, 5.498, 2.195)
H (-2.090, 6.006, 3.050)
O (-3.046, 6.086, 2.949)

Computed properties:
Total charge   -1
M   122.213 g mol⁻¹
Orbital gap   0.19017 Eh
LUMO   2.79 eV
HOMO energy   -2.385 eV

## two
Below is a 2-piece molecular cluster, C4H12NOS overall, with properties calculated with wB97M-V/def2-TZVPD.

Cartesian coordinates (Å):
C (0.727, 1.080, -0.684)
C (0.344, 2.526, -0.653)
S (-0.170, 2.808, -2.426)
C (0.141, 0.185, 0.467)
N (-0.091, -1.195, 0.048)
C (-1.342, -1.221, -0.740)
H (0.535, 0.583, -1.636)
H (1.859, 1.169, -0.620)
H (1.231, 3.113, -0.357)
H (-0.499, 2.617, 0.040)
H (0.887, 0.213, 1.321)
H (-0.845, 0.568, 0.706)
H (0.675, -1.615, -0.372)
H (-2.044, -0.670, -0.068)
H (-1.689, -2.237, -0.842)
H (-1.235, -0.811, -1.698)
H (0.223, -2.063, 1.757)
H (0.807, -2.204, 3.262)
O (0.486, -2.845, 2.496)

Computed properties:
Total charge   -1
M   122.213 g mol⁻¹
Orbital gap   0.21160 Eh
LUMO   3.42 eV
HOMO energy   -2.337 eV

two has the most favorable energy; the next structure is 1.3 kcal/mol above.